1.
This record from the OMol25 dataset describes the molecule C7H13N3O3. The level of theory is ωB97M-V/def2-TZVPD.

Output
Molar mass   187.2 g mol⁻¹
Largest force on an atom   4.4 eV Å⁻¹
Charge   0
SMILES   COC[C@@H](O)Cn1ccnc1NO
Energy above the lowest of the compared OMol25 structures with the same formula, charge and spin   128.51 kcal/mol
Orbital gap   8.102 eV

Structure (XYZ):
```
26
Properties=species:S:1:pos:R:3:forces:R:3
N 1.32923 3.27266 1.34717 -1.69 1.05 0.11
O -1.87865 1.61445 1.27781 0.62 3.11 3.10
O -0.52399 -2.37173 -1.92152 -0.71 0.09 -0.56
O -1.29206 0.03351 -0.56220 1.20 0.20 -0.48
C 0.45355 2.30926 1.12794 1.85 1.23 -0.01
C 2.55487 2.75241 1.14322 -0.55 1.78 0.63
C 2.45728 1.48826 0.87369 3.18 -2.68 -0.68
N -0.87016 2.68844 1.12223 -0.27 -3.52 -1.96
N 1.15613 1.16204 0.74572 -2.64 -0.16 1.51
C -1.78230 -2.98722 -2.30207 1.89 -0.58 -0.78
C -0.26642 -2.03851 -0.58000 1.35 -1.10 1.48
C 0.65765 -0.18193 0.95892 0.52 -0.90 -0.25
C 0.02173 -0.56272 -0.37183 -1.93 -2.02 0.17
H -1.87717 1.01107 0.53896 0.74 0.28 -1.47
H -1.43070 -0.02394 -1.50848 -0.36 0.15 -0.27
H 3.42918 3.29639 1.25820 1.35 1.02 0.27
H 3.34764 0.84797 0.88664 -1.03 -0.40 -0.43
H -0.93475 3.60460 1.53680 -1.18 -0.28 0.49
H -2.21322 -3.62132 -1.58792 0.01 -1.14 1.67
H -1.56397 -3.64449 -3.17314 -0.12 0.77 0.42
H -2.59248 -2.33696 -2.50016 -0.43 1.43 -0.64
H 0.64765 -2.57623 -0.17260 -0.83 0.05 -0.82
H -1.08999 -2.32014 0.05592 -0.45 -0.17 0.31
H -0.01801 -0.19550 1.86521 0.66 -0.31 -1.17
H 1.57533 -0.87688 1.10432 -1.64 1.13 -0.05
H 0.70363 -0.34351 -1.16284 0.46 0.95 -0.60
```
Forces are in eV/Å.

For reference, the Mulliken charges in units of e are: -0.791, -0.521, -0.334, -0.601, 0.383, -0.487, -0.364, -0.164, 0.360, -0.780, -0.666, -0.859, 0.407, 0.445, 0.288, 0.469, 0.301, 0.320, 0.367, 0.270, 0.316, 0.260, 0.367, 0.304, 0.421, 0.290

2.
This record from the OMol25 dataset describes the molecule C13H18Si. The level of theory is ωB97M-V/def2-TZVPD.

Output
Molar mass   202.4 g mol⁻¹
Largest force on an atom   4.9 eV Å⁻¹
Charge   0
SMILES   CC1=C(C)[C@@H]([SiH3])c2cc(C)cc(C)c21
Energy above the lowest of the compared OMol25 structures with the same formula, charge and spin   46.55 kcal/mol
Orbital gap   8.491 eV

Structure (XYZ):
```
32
Properties=species:S:1:pos:R:3:forces:R:3
C -1.31327 1.57503 0.28721 -1.52 -1.15 -0.46
C -2.52781 -0.47678 -0.05954 -2.17 0.82 0.87
C -0.20282 -0.57762 0.19813 0.95 -0.56 0.78
C -0.14871 0.80360 0.42815 -1.95 0.98 -1.19
C -2.60431 0.91949 0.12207 4.09 -1.16 -0.66
C -1.40846 -1.25066 -0.06866 1.97 -0.19 0.39
C 1.16751 -1.13924 0.35656 1.19 1.59 -1.45
C 2.11014 -0.14308 0.46205 -3.87 1.17 0.06
C 1.19856 1.40735 0.51734 2.11 -4.27 -1.08
C -3.82761 1.67479 -0.08866 -1.23 -0.38 2.27
C -1.53046 -2.72174 -0.41601 0.58 -1.72 0.12
C 1.50347 -2.59810 0.09700 2.83 2.42 2.45
C 3.54053 -0.09881 0.71888 1.88 2.43 -0.34
Si 1.72368 2.61674 -0.84375 1.82 -0.75 0.37
H -1.21679 2.65237 0.13861 -0.23 -0.14 0.51
H -3.47057 -1.02434 -0.04962 -0.09 0.20 -0.53
H 1.47760 1.64875 1.50293 0.13 1.05 1.29
H -3.62527 2.44473 -0.73205 0.52 2.36 -1.45
H -4.66527 1.17205 -0.54936 -0.12 -0.67 0.24
H -4.11059 2.08668 0.90239 -0.35 0.04 -0.67
H -1.06465 -2.95322 -1.43441 -0.77 0.37 1.26
H -1.06045 -3.52998 0.31032 -0.89 1.99 -1.22
H -2.61795 -2.92947 -0.45646 0.65 -0.18 -0.18
H 1.06851 -2.88504 -0.79757 -0.76 -0.95 -1.53
H 1.12467 -3.09994 0.99512 0.45 -0.74 -0.53
H 2.66944 -2.55613 -0.00229 -2.16 -0.91 0.33
H 3.76607 0.50088 1.64314 -0.26 -1.12 -0.23
H 4.00354 0.63839 0.00912 -0.37 -0.57 0.01
H 4.19408 -0.96338 0.60933 -0.53 -0.36 0.39
H 3.00533 3.33524 -0.42632 -0.88 -0.03 0.08
H 0.63050 3.42732 -1.25317 -0.81 0.95 -0.01
H 2.21133 2.04412 -2.12051 -0.22 -0.50 0.10
```
Forces are in eV/Å.

For reference, the Mulliken charges in units of e are: -0.763, -0.690, 0.983, -0.427, 0.120, 0.954, 0.639, -0.184, -0.043, -1.457, -1.390, -1.396, -1.358, 0.535, 0.292, 0.240, 0.523, 0.408, 0.380, 0.285, 0.308, 0.244, 0.348, 0.404, 0.308, 0.254, 0.264, 0.305, 0.398, -0.128, -0.230, -0.127

3.
This record from the OMol25 dataset describes a structure of composition C53H46BMgN2O4S2. The level of theory is ωB97M-V/def2-TZVPD.

Output
Molar mass   874.2 g mol⁻¹
Largest force on an atom   1.7 eV Å⁻¹
Charge   +1
Energy above the lowest of the compared OMol25 structures with the same formula, charge and spin   41.96 kcal/mol
Orbital gap   7.473 eV

Structure (XYZ):
```
109
Properties=species:S:1:pos:R:3:forces:R:3
Mg -0.10906 1.78920 1.99501 1.22 0.71 0.16
C 8.50698 3.29594 1.19300 -0.10 -0.03 0.00
C 7.07920 2.81845 1.13269 0.07 0.01 0.01
C 6.04983 3.69638 0.77871 0.05 0.04 0.00
C 4.73260 3.28155 0.74649 0.01 0.01 0.02
C 4.44070 1.96723 1.08884 -0.05 0.13 0.04
C 5.43813 1.07215 1.45478 -0.01 -0.01 -0.01
C 6.75672 1.50388 1.46058 0.01 0.01 0.00
S 2.81727 1.28429 1.00102 -0.05 0.07 -0.12
O 1.79424 2.33655 1.48660 0.21 -0.44 -0.12
C 2.58350 1.26953 -0.78024 -0.07 -0.03 0.12
C 2.15008 2.45082 -1.42013 0.14 -0.02 0.00
C 1.89848 2.42377 -2.75681 -0.03 0.05 -0.07
C 2.03881 1.22381 -3.49897 0.01 -0.06 -0.03
C 1.73361 1.17528 -4.88215 0.01 0.07 0.04
C 1.83169 0.00459 -5.57374 0.02 -0.13 0.01
C 2.23848 -1.18174 -4.91751 -0.03 0.06 -0.11
C 2.54192 -1.16850 -3.58781 0.00 0.07 0.10
C 2.45771 0.03900 -2.84342 -0.04 -0.07 -0.06
C 2.73361 0.07758 -1.44641 -0.12 -0.15 0.24
C 3.07668 -1.17023 -0.68059 -0.04 0.26 0.09
C 4.38543 -1.73826 -0.76975 0.03 0.08 0.00
C 5.38388 -1.19707 -1.62320 -0.08 -0.01 0.03
C 6.63766 -1.73560 -1.65120 0.04 -0.05 0.01
C 6.95974 -2.84652 -0.83772 0.03 0.05 -0.06
C 6.02399 -3.37831 0.00042 -0.08 -0.02 0.03
C 4.71760 -2.82995 0.06800 0.05 -0.01 0.02
C 3.75878 -3.32183 0.99366 0.12 -0.09 0.00
C 2.52358 -2.76370 1.08442 -0.11 0.03 -0.11
C 2.18439 -1.69494 0.22444 -0.11 0.10 0.00
S 0.58518 -0.88947 0.46871 0.12 -0.09 0.05
O 0.53890 -0.57254 1.95590 0.07 0.22 -0.42
C -0.47004 -2.27398 0.13003 0.07 -0.06 0.13
C -1.01058 -3.01580 1.16086 -0.09 -0.07 0.04
C -1.82788 -4.09405 0.84598 0.06 -0.04 0.02
C -2.11029 -4.42461 -0.47700 0.02 -0.08 -0.07
C -2.98964 -5.60491 -0.81279 0.25 -0.13 -0.05
C -1.56063 -3.63845 -1.49480 -0.05 -0.06 0.02
C -0.74380 -2.55943 -1.20052 0.00 -0.04 -0.01
H 8.67318 4.14106 0.52585 -0.01 -0.03 0.01
H 9.20152 2.49968 0.92684 -0.02 0.01 0.00
H 8.75208 3.62129 2.20655 -0.01 0.00 -0.02
H 6.29046 4.72003 0.51657 0.01 -0.03 0.02
H 3.94567 3.97093 0.46272 0.04 -0.06 0.03
H 5.18730 0.04768 1.71941 0.02 0.12 -0.03
H 7.54490 0.80945 1.73084 -0.05 0.04 0.00
H 2.02104 3.36140 -0.84871 0.00 -0.04 0.00
H 1.57632 3.32377 -3.26958 -0.01 -0.07 0.02
H 1.41307 2.08477 -5.37937 0.03 -0.06 0.04
H 1.59145 -0.02372 -6.62869 0.02 -0.01 0.02
H 2.31012 -2.10565 -5.47876 -0.01 0.05 0.02
H 2.85270 -2.07829 -3.08818 -0.01 0.03 -0.02
H 5.14252 -0.34615 -2.24930 0.02 -0.04 0.02
H 7.39300 -1.31175 -2.30180 -0.03 -0.03 0.02
H 7.95504 -3.27218 -0.88080 -0.05 0.03 0.00
H 6.26619 -4.22617 0.63213 -0.01 0.06 -0.03
H 4.03488 -4.14573 1.64266 0.00 0.04 -0.03
H 1.80297 -3.11642 1.81207 0.00 0.01 -0.05
H -0.82209 -2.73465 2.19104 0.02 -0.01 -0.06
H -2.25764 -4.68596 1.64688 0.00 0.04 -0.03
H -3.55584 -5.94012 0.05644 0.20 -0.08 -0.19
H -2.38746 -6.44648 -1.16637 0.02 0.08 -0.01
H -3.69723 -5.35256 -1.60512 0.00 -0.01 0.05
H -1.78194 -3.87641 -2.53034 0.00 0.03 0.06
H -0.32735 -1.94622 -1.99523 -0.03 -0.04 0.04
N -0.05431 4.27424 1.63747 -0.02 -0.39 -0.10
C -1.14705 5.17947 1.59571 0.17 -0.20 0.10
C -1.13514 6.42553 2.14197 -0.03 0.16 0.17
C -2.29799 7.23462 2.09536 0.07 -0.04 0.01
C -3.44479 6.77942 1.51552 -0.02 -0.03 -0.02
C -3.47612 5.48023 0.94508 -0.12 0.05 -0.04
C -4.62457 4.90859 0.34891 -0.06 0.06 0.02
C -4.55930 3.64935 -0.17124 0.04 -0.06 0.01
C -3.33126 2.95168 -0.12496 -0.09 0.06 -0.11
N -2.24566 3.44540 0.41351 -0.05 0.06 -0.09
C -2.31803 4.68831 0.96635 -0.01 -0.19 -0.09
H 0.83408 4.68946 1.87884 -0.01 0.14 0.07
H 0.02694 3.83820 0.72329 0.12 0.20 -0.10
H -0.23965 6.79650 2.62929 -0.04 0.01 -0.04
H -2.26512 8.22565 2.52967 0.00 -0.04 0.00
H -4.33523 7.39726 1.48067 0.05 -0.06 0.02
H -5.54738 5.47802 0.32224 0.04 -0.03 -0.01
H -5.42535 3.17797 -0.61461 0.01 0.00 -0.02
H -3.25396 1.95367 -0.55068 -0.02 0.07 0.06
C -5.48153 -4.39391 0.83697 0.05 0.13 0.09
C -6.17300 -3.10159 0.37799 -0.02 0.05 0.01
C -6.07728 -3.00531 -1.15134 0.01 0.06 -0.02
C -7.65191 -3.17490 0.76183 -0.05 0.03 -0.04
C -5.46226 -1.91592 1.03781 0.01 -0.04 0.06
C -5.99966 -1.24998 2.14131 0.00 0.05 0.04
C -5.31281 -0.23798 2.82204 -0.21 -0.09 0.02
C -4.06781 0.09108 2.35358 0.15 0.27 0.23
O -3.15667 1.00373 2.84945 0.02 -0.13 -0.26
B -2.02146 0.93441 2.02009 -1.53 -0.70 0.16
O -2.28835 -0.01962 0.99488 0.04 0.12 0.15
C -3.53902 -0.53747 1.24801 0.28 0.09 -0.14
C -4.19288 -1.53773 0.57712 -0.06 -0.12 -0.16
H -5.91045 -5.26181 0.32624 0.02 0.04 0.02
H -5.60328 -4.53358 1.91443 0.00 0.01 -0.03
H -4.41006 -4.35508 0.61992 -0.46 0.17 0.15
H -6.65586 -3.80989 -1.61061 0.02 0.01 0.00
H -5.04664 -3.09660 -1.50625 -0.07 0.02 0.03
H -6.47533 -2.05133 -1.50770 0.02 -0.06 0.01
H -8.11721 -4.01601 0.24351 0.00 0.03 0.01
H -8.18593 -2.26375 0.47606 0.04 -0.07 0.03
H -7.79092 -3.33684 1.83272 0.01 0.00 -0.06
H -6.98294 -1.52041 2.50264 0.07 0.01 -0.01
H -5.74187 0.25519 3.68508 0.01 -0.03 -0.04
H -3.71733 -2.01997 -0.27127 -0.05 0.05 0.10
```
Forces are in eV/Å.

Mulliken atomic charge list, values in e, 99 entries: 1.329, -1.577, 0.944, -0.894, -0.557, 0.101, -0.111, -0.914, 1.156, -0.750, 0.824, -0.990, -1.341, 0.859, -1.057, -0.662, -0.950, -0.723, 0.910, 0.459, -0.146, 1.016, -0.631, -0.999, -0.651, -0.986, 0.887, -1.462, -1.119, 0.958, 1.054, -0.857, 0.053, -0.526, -0.380, 1.049, -1.711, -1.126, -0.785, 0.386, 0.388, 0.305, 0.393, 0.348, 0.516, 0.425, 0.287, 0.453, 0.463, 0.423, 0.454, 0.552, 0.543, 0.463, 0.437, 0.457, 0.429, 0.587, 0.594, 0.327, 0.435, 0.429, 0.346, 0.413, 0.557, -0.131, -0.183, -0.602, -0.703, -0.909, 0.886, -0.713, -0.887, -0.173, -0.023, 0.378, 0.122, 0.252, 0.415, 0.387, 0.402, 0.418, 0.435, 0.599, -0.980, 2.589, -1.742, -2.238, -0.043, -0.393, -1.691, 1.177, -0.393, -0.245, 0.551, -0.009, -0.630, 0.551, 0.321

Copy entry 1 word for word.
This record from the OMol25 dataset describes the molecule C7H13N3O3. The level of theory is ωB97M-V/def2-TZVPD.

Output
Molar mass   187.2 g mol⁻¹
Largest force on an atom   4.4 eV Å⁻¹
Charge   0
SMILES   COC[C@@H](O)Cn1ccnc1NO
Energy above the lowest of the compared OMol25 structures with the same formula, charge and spin   128.51 kcal/mol
Orbital gap   8.102 eV

Structure (XYZ):
```
26
Properties=species:S:1:pos:R:3:forces:R:3
N 1.32923 3.27266 1.34717 -1.69 1.05 0.11
O -1.87865 1.61445 1.27781 0.62 3.11 3.10
O -0.52399 -2.37173 -1.92152 -0.71 0.09 -0.56
O -1.29206 0.03351 -0.56220 1.20 0.20 -0.48
C 0.45355 2.30926 1.12794 1.85 1.23 -0.01
C 2.55487 2.75241 1.14322 -0.55 1.78 0.63
C 2.45728 1.48826 0.87369 3.18 -2.68 -0.68
N -0.87016 2.68844 1.12223 -0.27 -3.52 -1.96
N 1.15613 1.16204 0.74572 -2.64 -0.16 1.51
C -1.78230 -2.98722 -2.30207 1.89 -0.58 -0.78
C -0.26642 -2.03851 -0.58000 1.35 -1.10 1.48
C 0.65765 -0.18193 0.95892 0.52 -0.90 -0.25
C 0.02173 -0.56272 -0.37183 -1.93 -2.02 0.17
H -1.87717 1.01107 0.53896 0.74 0.28 -1.47
H -1.43070 -0.02394 -1.50848 -0.36 0.15 -0.27
H 3.42918 3.29639 1.25820 1.35 1.02 0.27
H 3.34764 0.84797 0.88664 -1.03 -0.40 -0.43
H -0.93475 3.60460 1.53680 -1.18 -0.28 0.49
H -2.21322 -3.62132 -1.58792 0.01 -1.14 1.67
H -1.56397 -3.64449 -3.17314 -0.12 0.77 0.42
H -2.59248 -2.33696 -2.50016 -0.43 1.43 -0.64
H 0.64765 -2.57623 -0.17260 -0.83 0.05 -0.82
H -1.08999 -2.32014 0.05592 -0.45 -0.17 0.31
H -0.01801 -0.19550 1.86521 0.66 -0.31 -1.17
H 1.57533 -0.87688 1.10432 -1.64 1.13 -0.05
H 0.70363 -0.34351 -1.16284 0.46 0.95 -0.60
```
Forces are in eV/Å.

For reference, the Mulliken charges in units of e are: -0.791, -0.521, -0.334, -0.601, 0.383, -0.487, -0.364, -0.164, 0.360, -0.780, -0.666, -0.859, 0.407, 0.445, 0.288, 0.469, 0.301, 0.320, 0.367, 0.270, 0.316, 0.260, 0.367, 0.304, 0.421, 0.290